# 1
{"formula": "C2H3N2O2", "method": "ωB97M-V/def2-TZVPD", "symbols": ["C", "C", "N", "N", "O", "O", "H", "H", "H"], "xyz": [[-2.619497, 0.425813, -0.056201], [2.009806, -0.342588, 0.097722], [-3.428259, -0.251201, -0.443161], [0.642839, -0.021272, 0.071615], [0.224707, 1.132849, 0.086481], [-0.154932, -0.981078, 0.205952], [-1.754378, 1.046631, 0.407071], [2.279468, -1.327939, -0.084577], [2.800247, 0.318785, -0.284899]], "forces_ev_per_a": [[3.848, 3.052, 2.390], [-1.079, 2.249, -0.570], [-2.567, -1.792, -1.271], [3.802, -2.871, 0.799], [-0.616, 2.350, -0.212], [-0.645, -0.248, -0.147], [-1.398, -1.418, -1.308], [-0.327, -1.877, -0.036], [-1.019, 0.555, 0.357]], "mulliken_charge": [0.25, -0.71, -0.46, 0.84, -0.78, -0.70, 0.18, 0.20, 0.19], "total_charge": -1, "homo_ev": -3.1951, "mol_weight_g_mol": 87.06, "orbital_gap_ev": 7.7, "de_lowest_kcal_mol": 68.5}


# 2
{"formula": "C33H36EuN3O3P", "method": "ωB97M-V/def2-TZVPD", "symbols": ["Eu", "C", "C", "C", "O", "C", "O", "O", "H", "H", "H", "H", "H", "H", "H", "C", "C", "C", "C", "C", "C", "P", "C", "C", "C", "C", "C", "C", "C", "C", "C", "C", "C", "C", "C", "C", "C", "C", "H", "H", "H", "H", "H", "H", "H", "H", "H", "H", "H", "H", "H", "H", "H", "H", "C", "C", "N", "C", "N", "C", "C", "C", "N", "C", "H", "H", "H", "H", "H", "H", "H", "H", "H", "H", "H", "H", "H"], "xyz": [[-0.173556, 0.211842, -0.491459], [-0.785750, -1.800003, 3.024527], [-0.425787, -0.358448, 2.709218], [-0.425506, 0.525520, 3.940923], [0.854229, -0.316704, 2.031824], [-1.274867, 0.211588, 1.555798], [-0.997124, 1.372961, 1.160853], [-1.950973, -0.578539, 0.845075], [-0.077394, -2.211799, 3.747057], [-0.750882, -2.395107, 2.115259], [-1.792212, -1.864839, 3.439193], [0.241354, 0.113676, 4.702100], [-1.430281, 0.583789, 4.362913], [-0.093630, 1.529245, 3.680417], [1.528477, -0.640394, 2.635191], [-0.697640, 1.865356, -4.918460], [0.364928, 0.973290, -4.950376], [1.225758, 0.872914, -3.866732], [1.020390, 1.658762, -2.735913], [-0.069050, 2.537177, -2.697380], [-0.908838, 2.651958, -3.794847], [2.155919, 1.686075, -1.267586], [3.063656, 3.230345, -1.667036], [3.564113, 3.968724, -0.596675], [4.259026, 5.149019, -0.819152], [4.449857, 5.606670, -2.113803], [3.948428, 4.879695, -3.184949], [3.258481, 3.697193, -2.966484], [3.360135, 0.357372, -1.660673], [4.610336, 0.651669, -2.151697], [5.553231, -0.369223, -2.382406], [5.238094, -1.666379, -2.100693], [3.968100, -2.006985, -1.574931], [3.651437, -3.345603, -1.252170], [2.429737, -3.647945, -0.722285], [1.472048, -2.631161, -0.514299], [1.688116, -1.296193, -0.823680], [2.990835, -0.994361, -1.349822], [-1.355068, 1.957432, -5.775137], [0.537777, 0.367944, -5.832585], [2.070213, 0.194539, -3.898857], [-0.205454, 3.184233, -1.835769], [-1.725069, 3.363602, -3.785740], [3.401810, 3.611098, 0.413368], [4.646560, 5.715505, 0.018379], [4.986173, 6.530156, -2.291425], [4.095911, 5.233495, -4.198050], [2.873687, 3.135672, -3.807838], [4.882205, 1.678450, -2.358398], [6.527951, -0.108735, -2.776822], [5.960620, -2.458238, -2.268400], [4.394523, -4.116252, -1.427084], [2.187169, -4.672894, -0.459612], [0.514532, -2.941516, -0.088682], [-4.950936, 1.373486, -2.606410], [-3.807674, 1.984797, -1.811660], [-2.739689, 1.016976, -1.578671], [-2.480289, 0.034488, -2.546414], [-1.468745, -0.729101, -2.272867], [-1.188880, -1.882232, -3.127324], [-2.406573, -2.289920, -3.939809], [-2.924260, -1.050052, -4.652521], [-3.258487, -0.045448, -3.652903], [-4.372335, 0.854456, -3.910063], [-5.718869, 2.119942, -2.813728], [-5.405668, 0.551974, -2.048687], [-4.145654, 2.357174, -0.846734], [-3.407552, 2.834125, -2.371213], [-2.834300, 0.560930, -0.670587], [-0.850410, -2.695895, -2.485130], [-0.356883, -1.635483, -3.794669], [-3.186081, -2.656909, -3.267305], [-2.161685, -3.079593, -4.650841], [-3.821880, -1.271867, -5.230282], [-2.163580, -0.663540, -5.340746], [-5.122924, 0.304916, -4.480308], [-4.043113, 1.699541, -4.529289]], "forces_ev_per_a": [[1.354, -0.099, -2.930], [-0.011, 0.080, -0.043], [0.030, -0.084, -0.092], [-0.001, 0.108, -0.098], [-0.232, 0.052, 0.433], [-0.916, 0.084, 1.455], [-1.047, 1.394, 2.333], [-0.768, -0.324, 0.691], [-0.018, 0.019, 0.039], [-0.009, -0.031, 0.018], [0.012, -0.010, 0.025], [-0.001, -0.012, -0.004], [0.015, -0.003, 0.034], [-0.033, -0.003, -0.021], [0.180, -0.145, -0.106], [-0.016, 0.018, 0.009], [0.039, -0.031, -0.041], [-0.063, -0.052, 0.041], [0.154, 0.153, 0.167], [0.292, 0.009, -0.226], [-0.046, 0.015, -0.047], [0.525, 0.002, -0.557], [-0.076, -0.076, 0.112], [-0.004, -0.030, -0.077], [0.037, 0.040, 0.051], [0.011, 0.000, -0.009], [-0.010, -0.014, -0.087], [0.053, 0.066, 0.112], [0.246, 0.120, -0.011], [-0.236, 0.049, 0.057], [0.093, -0.054, -0.026], [0.042, 0.043, -0.033], [-0.050, 0.145, -0.003], [-0.008, -0.102, 0.011], [-0.021, -0.095, 0.024], [0.040, 0.335, -0.157], [1.315, -0.633, -0.354], [0.004, -0.230, 0.035], [0.003, -0.001, 0.007], [-0.003, -0.005, 0.015], [-0.013, -0.019, 0.021], [-0.085, -0.060, 0.047], [0.012, 0.014, 0.030], [0.007, 0.026, 0.014], [-0.011, -0.012, -0.002], [-0.002, -0.002, 0.013], [0.003, 0.009, 0.017], [-0.015, -0.006, -0.016], [0.050, -0.016, -0.021], [-0.001, -0.033, 0.007], [0.006, 0.013, 0.002], [-0.014, -0.002, 0.017], [0.044, -0.007, -0.021], [-0.016, 0.006, -0.005], [0.129, 0.051, -0.075], [-0.026, -0.022, -0.085], [-0.637, -0.184, -0.099], [0.466, -0.126, 0.332], [-0.855, -0.498, -1.018], [-0.093, 0.130, 0.089], [0.084, 0.102, 0.015], [0.093, -0.062, 0.039], [-0.239, 0.008, -0.116], [0.009, 0.002, 0.061], [-0.012, -0.012, 0.001], [-0.009, 0.006, 0.024], [0.068, 0.000, 0.036], [0.001, 0.061, 0.042], [0.205, 0.027, 0.041], [0.033, -0.021, -0.041], [0.032, -0.050, 0.008], [-0.017, -0.071, -0.043], [0.003, 0.026, -0.017], [-0.037, 0.060, 0.021], [-0.020, -0.019, -0.040], [0.003, -0.015, -0.001], [-0.024, -0.003, -0.024]], "mulliken_charge": [0.49, -1.56, 1.70, -1.73, -0.54, 0.49, -0.72, -0.80, 0.42, 0.24, 0.37, 0.44, 0.38, 0.36, 0.36, -0.68, -0.90, -0.25, 0.27, -0.37, -0.61, 0.60, 0.06, -0.43, -0.75, -0.47, -0.76, 0.06, 0.91, -0.30, -0.97, -0.81, 0.80, -0.79, -1.08, -0.46, 0.05, 0.02, 0.45, 0.41, 0.49, 0.39, 0.69, 0.45, 0.39, 0.39, 0.40, 0.39, 0.34, 0.41, 0.37, 0.34, 0.40, 0.18, -0.72, -0.70, 0.17, -0.13, 0.19, -0.73, -0.89, -0.62, 0.35, -0.61, 0.41, 0.29, 0.46, 0.19, 0.13, 0.42, 0.22, 0.29, 0.42, 0.48, 0.15, 0.46, 0.22], "homo_ev": [-5.7037, -6.9407], "mol_weight_g_mol": 705.61, "orbital_gap_ev": [6.2, 7.5], "spin_multiplicity": 8}


# 3
{"formula": "C7H11FeOS", "method": "ωB97M-V/def2-TZVPD", "symbols": ["Fe", "C", "C", "C", "C", "C", "H", "H", "H", "H", "H", "C", "S", "C", "O", "H", "H", "H", "H", "H", "H"], "xyz": [[1.222926, -0.455172, -0.423670], [3.398770, 0.148403, -0.024121], [2.699504, 1.352824, -0.302878], [1.671467, 1.528756, 0.701152], [1.793254, 0.495958, 1.617715], [2.906070, -0.345647, 1.197561], [4.238385, -0.244157, -0.578365], [2.901437, 2.018345, -1.131339], [0.983905, 2.358592, 0.764744], [1.215419, 0.375905, 2.522014], [3.290241, -1.206636, 1.727388], [-2.825669, -1.694051, 0.221799], [-1.963373, -1.032966, -1.179018], [-2.846760, 0.481515, -1.439652], [-0.594813, -0.553403, -0.570306], [-3.820092, -1.971701, -0.133224], [-2.886572, -0.949560, 1.013272], [-2.300478, -2.590725, 0.545442], [-3.840779, 0.199359, -1.792242], [-2.335541, 1.036486, -2.223963], [-2.907299, 1.047881, -0.512317]], "forces_ev_per_a": [[0.301, 0.317, 0.315], [0.013, -0.060, -0.100], [-0.335, 0.173, -0.120], [0.305, 0.266, -0.253], [0.282, -0.268, 0.183], [-0.308, -0.190, 0.175], [0.027, 0.012, -0.003], [-0.048, 0.012, -0.005], [-0.032, -0.015, -0.085], [-0.011, -0.085, -0.010], [-0.062, -0.020, 0.030], [-0.006, -0.016, 0.060], [-0.013, -0.135, -0.168], [-0.009, 0.062, 0.001], [-0.057, -0.061, -0.031], [-0.010, 0.000, 0.006], [-0.005, -0.001, 0.008], [-0.009, -0.005, -0.001], [-0.011, 0.006, 0.002], [-0.008, 0.000, -0.005], [-0.004, 0.007, 0.002]], "mulliken_charge": [1.00, -0.43, -0.18, -0.39, -0.35, -0.20, 0.49, 0.43, 0.46, 0.44, 0.44, -0.94, 0.52, -0.95, -0.64, 0.42, 0.37, 0.36, 0.42, 0.36, 0.37], "total_charge": 2, "homo_ev": [-17.7108, -18.3410], "mol_weight_g_mol": 199.08, "orbital_gap_ev": [9.9, 7.5], "spin_multiplicity": 6}